Record 1
2 unconnected molecules or ions with the total composition C9H16N3, computed with ωB97M-V/def2-TZVPD.

Summary:
HOMO in eV: -11.7
Spin multiplicity: 1
Lowest unoccupied orbital energy in eV: -2.94
Net charge: +1

XYZ file:
```
28
Properties=species:S:1:pos:R:3:forces:R:3:nbo_charge:R:1
C -0.192111 -0.724223 3.271140 -0.847 -0.111 0.815 -0.435
C -1.893853 -1.169032 1.551404 -0.470 0.177 0.266 0.688
N -2.444083 -2.028507 0.690879 -0.896 1.240 -0.404 -0.743
N -0.729160 -1.412192 2.104889 0.654 -0.328 0.578 -0.537
N -2.581318 -0.079557 1.905906 -0.348 0.343 -0.139 -0.779
H -1.933340 -2.769318 0.345801 1.622 -1.809 -0.518 0.408
H -3.124789 -1.766273 -0.007938 -0.258 0.517 0.463 0.425
H -0.135294 -2.150012 1.763333 -0.378 -0.222 -0.178 0.428
H -2.591958 0.295732 2.837172 0.539 0.070 0.087 0.431
H -3.370259 0.197619 1.354753 -0.327 -0.182 -0.096 0.421
H 0.285250 0.222835 3.047946 0.104 0.005 -0.097 0.234
H 0.441731 -1.407416 3.811307 0.771 -0.130 -0.315 0.247
H -0.967819 -0.609605 4.035239 -0.213 0.438 -0.330 0.212
C 1.082645 3.071062 -1.658651 -0.679 0.673 0.480 -0.637
C 1.434682 -1.190149 -1.921898 -0.736 0.285 -0.232 -0.231
C 2.058274 -0.394058 -2.844907 -0.739 0.848 -1.234 -0.191
C 0.816638 -0.582641 -0.812683 0.200 -0.676 -0.873 -0.213
C 1.958005 1.013443 -2.780076 -0.307 -0.917 0.348 -0.188
C 0.648940 0.780969 -0.788144 0.384 -0.091 0.099 -0.228
C 1.122642 1.584015 -1.846475 1.331 0.506 1.033 -0.007
H 1.228878 -2.224242 -2.170292 0.551 -0.198 0.400 0.214
H 2.361176 -0.772542 -3.816648 0.613 -0.387 0.406 0.224
H 0.466912 -1.273940 -0.064004 -0.188 0.315 0.356 0.163
H 2.549312 1.621147 -3.441491 -0.179 0.184 -0.387 0.222
H 0.338974 1.277573 0.122272 -0.540 0.056 -0.061 0.201
H 1.510678 3.684940 -2.440886 0.251 -0.292 -0.354 0.231
H 1.588732 3.342329 -0.730558 0.200 -0.065 -0.008 0.221
H 0.070514 3.462043 -1.517389 -0.115 -0.248 -0.105 0.219
```
Forces are in eV/Å.



Record 2
2 unconnected molecules or ions with the total composition C9H16N3, computed with ωB97M-V/def2-TZVPD.

Summary:
HOMO (alpha / beta) in eV: -18.0 / -18.2
<S²>: 0.77
Spin multiplicity: 2
Lowest unoccupied orbital energy (alpha / beta) in eV: -7.65 / -11.50
Net charge: +2

XYZ file:
```
28
Properties=species:S:1:pos:R:3:forces:R:3:lowdin_spin:R:1
C 1.811643 0.461954 2.740897 0.592 -2.319 -2.636 0.006
C 0.203862 1.622540 1.328777 0.776 1.884 0.841 0.001
N 0.914280 1.565968 2.480359 -0.861 -0.905 -0.018 0.000
N 0.853542 1.439763 0.169784 -1.131 -1.002 -0.531 0.015
N -1.048418 2.086128 1.346763 0.012 -0.178 0.943 -0.001
H 0.467735 1.767401 3.368400 -0.460 0.686 -0.438 0.000
H 1.808066 1.115112 0.145311 0.074 0.157 0.333 0.000
H 0.265147 0.983759 -0.521832 0.356 0.567 -0.257 0.003
H -1.369739 2.415627 2.246882 -0.194 -0.234 0.039 0.000
H -1.621598 2.437440 0.595075 0.615 -0.059 -0.500 0.000
H 1.334131 -0.380522 3.256110 0.419 0.905 1.388 0.000
H 2.827471 0.763958 2.879350 0.378 0.204 1.456 0.000
H 1.996676 -0.186986 1.846891 -0.321 1.044 -0.309 0.003
C -1.559024 -0.509337 -3.228635 -0.780 2.131 -1.501 0.081
C -0.848673 -0.945336 -2.035923 0.013 -0.117 -1.048 0.238
C -1.599685 -1.027812 -0.851504 0.508 0.696 1.520 0.128
C 0.570591 -1.249016 -2.089059 -1.765 0.210 -0.422 0.067
C -0.949991 -1.194493 0.364569 -1.556 -0.342 -0.951 0.046
C 1.161157 -1.592040 -0.914030 -1.183 -0.538 0.176 0.047
C 0.371170 -1.602086 0.314659 1.734 -0.385 -0.708 0.289
H -1.229832 0.527724 -3.572746 0.240 -0.566 0.799 0.041
H -2.645953 -0.325392 -3.178889 0.411 -0.621 0.546 0.001
H -2.647464 -0.795995 -0.919636 -0.305 -0.134 0.199 0.003
H 0.824889 -1.231517 -3.155983 1.372 -0.294 0.789 0.001
H -1.550762 -1.135715 1.259593 0.245 -0.175 0.291 -0.001
H 2.107700 -2.062964 -0.814218 0.963 0.102 -0.303 0.000
H 0.926822 -2.017687 1.158598 -0.569 0.218 0.059 0.010
H -1.373743 -0.930476 -4.219563 0.419 -0.936 0.244 0.022
```
Forces are in eV/Å.



DFT total energy
In order: -516.57197; -516.11497
Unit: hartree
Relative energy (zero: lowest compared OMol25 entry of this formula, charge and spin)
In order: 33.8; 25.7
Unit: kcal/mol